(1)
A 16-piece molecular cluster, C32H64Br32 overall, computed with wB97M-V/def2-TZVPD.

As for the HOMO energy: -9.94 eV. Its LUMO energy is -0.02 eV.

XYZ file:
```
128
Properties=species:S:1:pos:R:3:mulliken_charge:R:1
Br 8.729 11.088 12.884 -0.180
C 9.974 12.413 12.223 -0.076
C 11.190 11.542 11.745 -0.641
Br 12.762 12.730 11.632 -0.143
H 10.197 13.070 13.065 -0.164
H 9.441 12.940 11.432 0.415
H 11.022 11.067 10.778 0.426
H 11.327 10.731 12.459 0.306
Br 12.082 15.897 9.752 -0.117
C 11.604 17.731 10.113 -0.379
C 12.494 18.578 9.203 -0.649
Br 11.776 20.470 9.009 -0.214
H 11.797 18.048 11.137 0.120
H 10.545 17.905 9.924 0.466
H 12.458 18.110 8.220 0.480
H 13.536 18.553 9.521 0.297
Br 11.798 22.177 17.696 -0.200
C 11.154 21.566 15.864 -0.552
C 12.042 22.147 14.769 -0.432
Br 11.469 21.338 12.961 -0.153
H 10.147 21.977 15.793 0.468
H 11.198 20.480 15.787 0.273
H 13.099 22.025 15.008 0.179
H 11.855 23.219 14.716 0.406
Br 16.419 23.731 9.705 -0.190
C 15.477 22.153 10.380 -0.498
C 16.390 21.435 11.336 -0.207
Br 15.266 19.964 12.103 -0.017
H 15.309 21.502 9.523 0.353
H 14.546 22.527 10.806 0.305
H 16.665 22.052 12.192 -0.160
H 17.336 21.093 10.916 0.423
Br 11.165 14.660 20.562 -0.089
C 11.417 15.191 22.513 -0.702
C 10.489 16.432 22.761 -0.370
Br 10.643 16.926 24.659 -0.164
H 12.468 15.439 22.666 0.364
H 11.127 14.353 23.147 0.420
H 9.512 16.043 22.473 0.439
H 10.726 17.269 22.105 0.085
Br 12.443 14.948 14.426 0.090
C 12.811 16.532 15.544 -0.096
C 13.626 17.566 14.700 -0.678
Br 14.427 19.044 15.795 0.173
H 13.271 16.322 16.510 0.068
H 11.900 17.062 15.823 0.134
H 12.931 17.918 13.938 0.330
H 14.453 17.025 14.241 0.111
Br 18.070 22.558 19.704 -0.172
C 17.249 21.573 18.162 -0.295
C 17.759 22.379 16.879 -0.757
Br 16.919 21.614 15.188 -0.113
H 16.171 21.590 18.322 0.248
H 17.616 20.547 18.149 0.231
H 18.841 22.383 16.745 0.449
H 17.349 23.386 16.942 0.380
Br 17.469 24.854 13.259 -0.123
C 16.350 25.673 14.643 -0.636
C 15.060 24.870 14.910 -0.052
Br 13.730 25.263 13.582 -0.159
H 16.029 26.640 14.255 0.453
H 17.046 25.692 15.481 0.359
H 14.619 25.055 15.890 0.403
H 15.327 23.820 14.795 -0.245
Br 9.270 12.552 18.296 -0.188
C 10.681 11.434 17.326 -0.747
C 11.303 12.249 16.190 0.006
Br 12.453 11.060 15.076 -0.164
H 10.133 10.521 17.093 0.477
H 11.359 11.035 18.081 0.382
H 11.886 13.074 16.600 0.319
H 10.494 12.650 15.580 -0.011
Br 18.923 18.818 13.472 -0.058
C 20.815 18.813 12.721 -0.646
C 21.651 19.605 13.735 -0.618
Br 23.476 19.743 13.018 -0.155
H 20.901 19.345 11.773 0.475
H 21.282 17.833 12.624 0.384
H 21.644 19.103 14.702 0.258
H 21.327 20.630 13.920 0.405
Br 10.571 19.979 21.418 -0.153
C 12.425 20.356 20.963 -0.435
C 13.252 20.367 22.319 -0.483
Br 15.147 20.572 22.008 -0.147
H 12.530 21.372 20.581 0.314
H 12.732 19.634 20.207 0.190
H 13.107 19.398 22.797 0.295
H 12.796 21.157 22.916 0.426
Br 22.041 16.571 15.557 -0.209
C 20.280 15.894 16.289 -0.582
C 19.410 15.519 15.104 -0.223
Br 17.475 15.581 15.805 0.006
H 19.841 16.719 16.850 0.340
H 20.276 15.076 17.010 0.468
H 19.660 14.551 14.671 0.316
H 19.318 16.278 14.327 -0.173
Br 7.835 14.521 15.024 -0.182
C 9.130 15.770 15.891 -0.222
C 8.841 15.983 17.357 0.265
Br 10.101 17.225 18.074 -0.124
H 8.958 16.653 15.276 0.473
H 10.113 15.338 15.702 -0.267
H 8.975 15.026 17.860 -0.451
H 7.825 16.321 17.565 0.425
Br 18.497 12.250 12.944 -0.201
C 16.957 13.403 12.507 -0.527
C 17.293 14.732 11.861 -0.053
Br 15.561 15.752 11.709 -0.071
H 16.484 13.462 13.487 0.080
H 16.297 12.838 11.848 0.460
H 17.683 14.545 10.861 0.474
H 17.877 15.377 12.519 -0.162
Br 15.674 13.111 17.838 -0.171
C 15.688 11.651 16.489 -0.346
C 15.390 10.329 17.267 -0.639
Br 15.648 8.880 15.897 -0.193
H 16.690 11.533 16.078 0.447
H 14.965 11.678 15.674 0.081
H 14.391 10.216 17.688 0.284
H 16.074 10.168 18.099 0.504
Br 18.020 18.495 20.450 -0.174
C 16.266 17.674 20.457 -0.741
C 15.614 17.892 19.113 -0.265
Br 13.949 16.880 19.120 -0.003
H 15.619 18.095 21.226 0.249
H 16.350 16.591 20.545 0.545
H 16.242 17.500 18.313 0.277
H 15.607 18.973 18.976 0.126
```

(2)
A 11-piece molecular cluster, C32H64Cl8O18 overall, computed with wB97M-V/def2-TZVPD.

As for the HOMO energy: -9.81 eV. Its LUMO energy is 0.17 eV. Its SMILES is CCOC(=O)OC.CCOC(=O)OC.CCOC(=O)OC.CCOC(=O)OC.CCOC(C)=O.CCOC(C)=O.CCOC(C)=O.ClCCl.ClCCl.ClCCl.ClCCl.

XYZ file:
```
122
Properties=species:S:1:pos:R:3:mulliken_charge:R:1
C -2.549 -4.050 0.602 0.472
Cl -2.674 -3.945 2.399 -0.146
Cl -3.770 -3.023 -0.191 -0.148
H -1.560 -3.754 0.265 -0.525
H -2.678 -5.106 0.384 0.395
C 0.544 -4.727 -6.177 -0.450
Cl 2.068 -4.267 -6.927 -0.123
Cl 0.187 -3.691 -4.761 -0.054
H -0.291 -4.601 -6.858 0.312
H 0.667 -5.750 -5.840 0.324
C -0.973 1.940 -4.099 -0.185
Cl -0.304 2.461 -5.670 -0.164
Cl 0.154 2.516 -2.852 -0.161
H -1.973 2.335 -3.938 0.372
H -1.040 0.858 -4.021 0.130
C 1.509 -7.340 1.263 -0.395
Cl 3.056 -6.624 0.803 -0.141
Cl 0.170 -6.256 0.795 -0.044
H 1.410 -8.298 0.762 0.292
H 1.491 -7.493 2.337 0.288
C -3.357 3.323 -0.799 -0.582
C -2.332 4.418 -0.868 0.125
O -3.108 5.625 -0.815 -0.289
C -2.475 6.768 -0.546 0.727
O -1.318 6.904 -0.232 -0.577
O -3.314 7.754 -0.838 -0.341
C -2.891 9.090 -0.761 -0.663
H -4.012 3.320 -1.669 0.449
H -3.954 3.414 0.110 0.333
H -2.903 2.337 -0.689 -0.181
H -1.787 4.505 -1.807 0.231
H -1.702 4.378 0.021 0.069
H -3.042 9.555 0.214 0.274
H -3.529 9.646 -1.447 0.234
H -1.851 9.172 -1.078 0.330
C 3.984 1.481 -1.304 -1.367
C 4.320 1.413 -2.787 -0.300
O 3.402 0.504 -3.410 0.242
C 3.103 0.637 -4.718 0.174
O 3.455 1.500 -5.485 -0.574
O 2.371 -0.437 -5.030 0.201
C 1.878 -0.617 -6.365 -0.732
H 4.097 0.534 -0.779 0.353
H 2.990 1.913 -1.187 0.192
H 4.651 2.217 -0.849 0.454
H 5.350 1.100 -2.941 0.197
H 4.107 2.405 -3.187 0.432
H 1.373 0.252 -6.790 0.259
H 1.080 -1.355 -6.350 0.158
H 2.676 -0.923 -7.038 0.256
C -7.803 -1.305 5.936 -1.106
C -7.904 -1.997 4.577 -0.229
O -6.730 -1.874 3.771 -0.385
C -6.503 -0.777 3.071 0.686
O -7.225 0.195 3.041 -0.578
O -5.388 -0.954 2.357 -0.149
C -5.031 0.099 1.474 -0.182
H -6.860 -1.539 6.428 0.303
H -8.648 -1.653 6.534 0.362
H -7.929 -0.224 5.904 0.305
H -8.709 -1.549 3.991 0.312
H -8.098 -3.064 4.646 0.323
H -5.780 0.309 0.707 0.368
H -4.206 -0.374 0.941 -0.311
H -4.797 1.059 1.930 0.376
C 3.863 0.118 3.627 -1.323
C 2.660 -0.660 3.185 0.193
O 1.565 -0.464 4.084 -0.148
C 1.554 -1.182 5.204 0.622
O 2.241 -2.120 5.552 -0.598
O 0.588 -0.638 5.934 -0.221
C 0.222 -1.090 7.233 -0.706
H 3.553 1.135 3.879 0.299
H 4.711 0.224 2.949 0.405
H 4.334 -0.316 4.511 0.346
H 2.905 -1.724 3.181 0.395
H 2.249 -0.396 2.212 -0.005
H -0.297 -2.045 7.189 0.280
H -0.393 -0.326 7.701 0.178
H 1.157 -1.151 7.793 0.353
O -3.036 3.413 6.043 -0.625
C -1.992 3.137 5.481 0.712
O -1.830 3.417 4.187 -0.366
C -0.656 3.140 3.418 -0.748
C -0.778 1.753 2.801 -0.034
C -0.879 2.479 6.246 -0.532
H 0.177 3.072 4.119 0.421
H -0.558 3.888 2.637 0.340
H -1.037 0.909 3.439 0.303
H 0.211 1.489 2.415 0.114
H -1.461 1.771 1.950 -0.147
H -1.237 2.099 7.197 0.296
H -0.149 3.265 6.460 0.330
H -0.356 1.752 5.625 -0.047
O 0.625 -0.635 0.365 -0.574
C -0.113 -0.735 -0.586 0.550
O 0.156 -1.340 -1.763 -0.245
C 1.341 -2.165 -1.891 0.482
C 1.116 -3.611 -1.399 -1.035
C -1.470 -0.119 -0.673 0.491
H 2.141 -1.634 -1.377 0.173
H 1.531 -2.149 -2.961 -0.211
H 0.304 -4.107 -1.924 0.370
H 0.962 -3.693 -0.321 0.212
H 2.059 -4.152 -1.504 0.241
H -2.199 -0.783 -0.212 -0.401
H -1.690 0.127 -1.711 0.097
H -1.522 0.851 -0.180 -0.465
O 6.107 -1.144 -6.805 -0.579
C 6.270 -0.708 -5.702 0.770
O 5.952 -1.318 -4.523 -0.271
C 5.290 -2.582 -4.474 -0.384
C 4.792 -2.753 -3.043 -0.600
C 6.745 0.685 -5.445 -0.833
H 6.063 -3.312 -4.724 0.451
H 4.502 -2.678 -5.222 0.197
H 4.074 -1.974 -2.791 -0.173
H 5.629 -2.699 -2.346 0.362
H 4.384 -3.761 -2.958 0.372
H 5.937 1.230 -4.962 0.076
H 6.926 1.145 -6.414 0.305
H 7.665 0.693 -4.863 0.311
```

(3)
C32H64N17S2V as an isolated structure, computed with wB97M-V/def2-TZVPD.

As for the HOMO energy (alpha / beta): -14.69 / -14.68 eV. The net charge is +3. The spin multiplicity is 2. Its LUMO energy (alpha / beta) is -7.30 / -7.40 eV.

XYZ file:
```
116
Properties=species:S:1:pos:R:3:lowdin_spin:R:1
V 0.161 -0.123 -1.095 1.175
C 1.698 -0.470 4.500 0.000
N 1.280 0.879 4.089 -0.002
C 1.338 1.817 5.221 0.000
C 0.923 1.351 2.887 -0.003
N 0.222 0.586 1.994 -0.006
C -0.329 -0.705 2.451 -0.001
C -1.445 -1.248 1.598 0.001
N -1.136 -1.561 0.181 -0.008
C -2.457 -1.738 -0.492 0.000
C -2.405 -1.251 -1.923 0.001
N -1.687 0.022 -1.903 -0.005
C -2.257 1.141 -2.322 0.006
N -3.205 1.185 -3.272 0.004
C -3.237 0.251 -4.394 0.001
C -4.234 2.223 -3.302 0.001
N -1.767 2.299 -1.784 0.000
C -1.764 2.615 -0.339 -0.003
C -1.670 3.507 -2.595 0.000
C -0.346 -2.817 0.056 0.002
C 1.147 -2.553 0.053 0.006
N 1.485 -1.597 -1.023 -0.001
C 2.520 -1.946 -1.838 0.003
N 2.683 -3.224 -2.231 -0.001
C 1.560 -4.124 -2.455 0.000
C 3.996 -3.806 -2.499 0.000
N 3.370 -1.028 -2.315 -0.001
C 3.988 -1.154 -3.633 0.000
C 3.843 0.107 -1.538 0.000
N 1.270 2.626 2.621 -0.001
C 0.370 3.678 2.172 -0.001
C 2.589 3.122 3.009 0.000
H 2.512 -0.342 5.212 0.000
H 2.071 -1.102 3.700 0.000
H 0.880 -0.968 5.021 0.000
H 0.882 1.321 6.076 0.000
H 0.777 2.720 5.000 0.000
H 2.367 2.068 5.474 0.000
H -0.749 -0.556 3.448 0.000
H 0.463 -1.443 2.545 0.000
H -2.277 -0.551 1.602 0.000
H -1.796 -2.165 2.088 0.000
H -3.184 -1.126 0.037 0.000
H -2.786 -2.778 -0.420 0.000
H -3.425 -1.149 -2.292 0.000
H -1.902 -1.971 -2.580 0.000
H -2.330 -0.348 -4.407 0.000
H -3.287 0.825 -5.321 0.000
H -4.109 -0.402 -4.351 0.000
H -4.290 2.726 -2.342 0.000
H -5.196 1.747 -3.492 0.000
H -4.046 2.952 -4.091 0.000
H -1.891 1.663 1.461 -0.001
H -2.756 2.980 -0.051 0.000
H -1.063 3.453 -0.263 -0.001
H -1.671 3.243 -3.649 0.000
H -0.721 3.993 -2.359 0.000
H -2.477 4.219 -2.408 0.000
H -0.627 -3.271 -0.896 0.000
H -0.624 -3.527 0.843 0.000
H 1.670 -3.504 -0.064 0.001
H 1.490 -2.134 0.999 0.000
H 0.626 -3.577 -2.380 0.000
H 1.553 -4.949 -1.739 0.000
H 1.638 -4.546 -3.459 0.000
H 4.775 -3.146 -2.130 0.000
H 4.147 -3.992 -3.562 0.000
H 4.062 -4.756 -1.969 0.000
H 3.469 -1.896 -4.231 0.000
H 5.045 -1.413 -3.564 0.000
H 3.906 -0.187 -4.131 0.000
H 3.413 0.070 -0.548 0.000
H 3.583 1.052 -2.018 0.000
H 4.932 0.045 -1.475 0.000
H -0.636 3.300 2.065 0.000
H 0.722 4.105 1.232 -0.001
H 0.357 4.462 2.931 0.000
H 3.246 2.287 3.234 0.000
H 2.538 3.786 3.873 0.000
H 2.991 3.673 2.157 0.000
N -1.450 1.542 0.561 -0.021
C -0.091 1.029 0.638 -0.086
C 1.974 6.122 -1.527 0.000
N 3.275 5.541 -1.253 0.000
C 4.468 6.213 -1.472 0.000
C 5.452 5.358 -1.134 0.000
N 4.811 4.201 -0.729 0.000
C 3.454 4.280 -0.789 -0.003
S 1.125 1.757 -0.325 -0.072
H 1.963 7.171 -1.239 0.000
H 1.233 5.585 -0.939 0.000
H 1.725 6.047 -2.586 0.000
H 4.510 7.226 -1.829 0.000
H 6.520 5.476 -1.135 0.000
H 5.295 3.384 -0.399 0.000
N 3.679 -2.231 2.475 0.000
N 4.073 -1.394 1.380 0.000
H 4.403 -2.273 3.191 0.000
H 3.566 -3.176 2.126 0.000
H 5.022 -1.611 1.077 0.000
H 4.089 -0.438 1.718 0.000
N 1.626 1.918 -7.764 -0.001
C 1.776 0.724 -7.173 0.000
S 2.423 -0.599 -7.870 0.006
C 1.359 0.672 -5.729 0.009
C 1.550 1.731 -4.856 -0.002
C 1.282 1.562 -3.503 0.010
N 0.835 0.413 -2.994 -0.005
C 0.593 -0.593 -3.860 0.007
C 0.843 -0.514 -5.206 -0.002
H 1.917 2.015 -8.726 0.000
H 1.126 2.681 -7.344 0.000
H 1.969 2.672 -5.183 0.000
H 1.464 2.367 -2.801 0.001
H 0.226 -1.523 -3.439 0.001
H 0.684 -1.364 -5.855 0.000
```

(4)
A 7-piece molecular cluster, C32H64NO12P overall, computed with wB97M-V/def2-TZVPD.

As for the HOMO energy: -8.34 eV. Its LUMO energy is 0.34 eV. Its SMILES is CNC[C@H]1[C@@H](COC)OC(=O)[C@@H]1P(=O)(O)O.C1CCOC1.C1CCOC1.C1CCOC1.C1CCOC1.C1CCOC1.C1CCOC1.

XYZ file:
```
110
Properties=species:S:1:pos:R:3:mulliken_charge:R:1
C 0.353 0.867 -3.286 -0.663
N 0.983 0.020 -2.236 0.135
C 2.301 0.529 -1.786 -0.949
C 2.259 1.635 -0.631 1.430
C 2.497 3.178 -0.969 0.021
C 1.311 4.063 -1.577 -0.256
O 1.545 4.505 -2.938 -0.450
C 0.555 5.518 -3.289 -0.609
O 2.608 3.735 0.393 -0.454
C 1.493 3.129 1.096 0.126
O 1.075 3.641 2.142 -0.570
C 1.001 1.757 0.343 0.038
P 0.908 0.579 1.850 0.850
O -0.294 0.924 2.758 -0.707
O 2.347 0.913 2.739 -0.477
O 0.860 -1.038 1.306 -0.489
H -0.429 1.602 -2.882 -0.004
H -0.175 0.145 -4.018 0.259
H 1.084 1.469 -3.915 0.319
H 0.345 -0.188 -1.461 0.148
H 2.954 0.951 -2.629 0.419
H 2.891 -0.371 -1.370 -0.110
H 3.129 1.355 0.072 -0.616
H 3.448 3.195 -1.610 0.601
H 1.243 5.008 -0.917 0.490
H 0.278 3.578 -1.540 -0.103
H -0.202 5.100 -4.055 0.232
H 1.090 6.373 -3.832 0.263
H -0.045 5.875 -2.380 0.261
H -0.012 2.084 -0.059 0.229
H 2.995 0.211 2.497 0.292
H -0.092 -1.311 1.304 0.321
C 6.713 -0.577 1.581 -0.001
C 6.901 -1.775 0.676 -0.711
C 5.523 -1.927 0.064 -0.597
O 4.950 -0.613 -0.003 -0.186
C 5.762 0.283 0.772 -0.480
H 7.644 -0.063 1.829 0.458
H 6.234 -0.888 2.514 -0.179
H 7.633 -1.540 -0.104 0.305
H 7.236 -2.672 1.199 0.346
H 4.873 -2.545 0.694 0.317
H 5.554 -2.365 -0.937 0.291
H 6.306 0.930 0.074 0.159
H 5.123 0.909 1.401 0.312
C -1.203 -4.653 -2.764 -0.338
C 0.183 -4.496 -2.180 -0.664
C 0.678 -3.242 -2.875 -0.060
O -0.475 -2.429 -3.134 -0.323
C -1.653 -3.212 -2.899 -0.370
H -1.873 -5.253 -2.148 0.319
H -1.138 -5.119 -3.754 0.208
H 0.113 -4.322 -1.101 0.242
H 0.831 -5.358 -2.346 0.379
H 1.144 -3.479 -3.838 0.267
H 1.393 -2.681 -2.270 -0.086
H -2.115 -2.853 -1.971 0.239
H -2.361 -3.068 -3.718 0.268
C 7.524 -2.005 6.612 -0.556
C 6.104 -1.526 6.820 -0.564
C 5.760 -0.958 5.458 -0.438
O 6.506 -1.714 4.492 -0.343
C 7.479 -2.510 5.183 -0.472
H 7.838 -2.771 7.323 0.334
H 8.216 -1.161 6.689 0.269
H 5.454 -2.378 7.045 0.278
H 6.000 -0.796 7.625 0.333
H 6.068 0.090 5.374 0.275
H 4.693 -1.026 5.233 0.288
H 7.150 -3.553 5.140 0.272
H 8.445 -2.428 4.679 0.272
C -6.306 -6.209 -1.958 -0.521
C -5.740 -5.916 -3.330 -0.628
C -4.391 -5.311 -2.993 -0.249
O -3.964 -5.913 -1.763 -0.380
C -5.068 -6.628 -1.190 -0.529
H -7.085 -6.973 -1.958 0.338
H -6.723 -5.294 -1.525 0.262
H -5.603 -6.851 -3.883 0.282
H -6.365 -5.253 -3.931 0.360
H -4.469 -4.231 -2.828 0.193
H -3.645 -5.492 -3.769 0.255
H -4.871 -7.699 -1.307 0.275
H -5.138 -6.402 -0.124 0.273
C -3.315 3.533 -0.790 0.322
C -4.003 4.842 -1.109 -0.479
C -3.593 5.068 -2.552 -0.206
O -3.424 3.773 -3.144 -0.439
C -3.432 2.786 -2.103 -0.317
H -3.761 2.997 0.046 0.096
H -2.259 3.716 -0.556 -0.059
H -5.088 4.715 -1.044 0.079
H -3.715 5.663 -0.451 0.401
H -2.633 5.593 -2.614 0.003
H -4.338 5.635 -3.116 0.317
H -4.380 2.240 -2.166 0.357
H -2.613 2.080 -2.260 -0.015
C -7.642 3.176 2.466 -0.575
C -6.484 3.295 3.433 -0.552
C -5.308 2.887 2.568 -0.488
O -5.627 3.275 1.223 -0.253
C -7.014 3.636 1.165 -0.562
H -8.514 3.768 2.750 0.320
H -7.950 2.129 2.382 0.273
H -6.371 4.336 3.750 0.276
H -6.591 2.676 4.325 0.331
H -5.164 1.801 2.578 0.313
H -4.375 3.364 2.876 0.281
H -7.073 4.725 1.059 0.323
H -7.477 3.175 0.289 0.282
```

Record order is preserved below.
Max |F|: 2.42, 2.37, 1.28, 4.50 eV/Å